No. 1
Computed, not measured: a cluster of 7 separate species, C25H70N6O7 in total at a distorted geometry, with the ωB97M-V functional and the def2-TZVPD basis.

The geometry in XYZ format:
```
108
Properties=species:S:1:pos:R:3:lowdin_charge:R:1
O 0.98806 -4.22700 4.27604 -0.18
O 5.72904 -1.46070 -0.75322 -0.15
O 1.67126 1.92564 0.88717 -0.26
O -0.79485 6.37854 0.71952 -0.25
O -0.57234 -4.69152 -2.75227 -0.20
O -2.31936 -3.34928 0.66824 -0.20
O -1.71065 0.99233 -3.66939 -0.18
N -3.96639 7.46105 -0.79254 0.05
N 3.06876 -1.24476 -0.07241 0.00
N -3.89674 -0.35615 1.96773 0.00
N 3.69558 -2.68411 2.33429 0.03
N 0.22339 -2.99838 -0.77450 0.01
N 0.38052 2.44963 -3.60660 0.06
C -1.17864 -3.44741 -2.70567 -0.22
C 6.52637 -0.74700 0.13941 -0.21
C -1.39580 -5.75727 -3.23600 -0.07
C 1.07797 -2.21457 -3.00235 0.00
C 3.16019 0.84724 -1.30388 -0.03
C -3.16947 -2.52049 1.53196 -0.15
C -0.12080 -2.49352 -2.04125 -0.38
C 0.00930 3.88079 -1.77848 -0.07
C -0.37985 -4.15092 4.22124 -0.14
C -3.26539 5.13506 -0.52142 -0.02
C 3.36998 -2.72963 4.75810 -0.07
C -2.92231 0.89820 -4.30987 -0.13
C 0.58274 6.70372 0.56174 -0.14
C 2.97668 -3.30513 3.43559 -0.49
C 2.95806 0.20979 0.03425 -0.39
C -1.68114 7.16763 -0.14161 -0.16
C 1.54137 0.57395 0.62337 -0.22
C -1.47358 -0.83050 2.10574 -0.03
C -2.60042 -4.63715 0.84688 -0.24
C -3.10360 6.58154 0.00330 -0.36
C 1.53254 -3.35586 3.30056 -0.24
C 0.58030 2.55502 1.62531 -0.01
C -0.25072 2.49102 -2.30367 -0.40
C -1.66655 1.91945 -2.59666 -0.16
C -2.74740 -1.06911 1.33991 -0.38
H -1.35642 -1.00532 3.17509 0.10
H -4.21184 4.71673 -0.50868 0.07
H 1.64726 0.17137 1.66774 0.13
H 4.66418 -2.70143 2.63932 0.09
H -0.51509 -3.10328 -0.07720 0.04
H 0.94264 3.58238 1.72093 0.09
H -0.19114 2.47035 0.82003 0.09
H 1.22388 1.87118 -3.44105 0.08
H 2.86626 1.89030 -1.13635 0.09
H -2.75238 4.94815 -1.41903 0.06
H -0.72936 -3.22692 4.28808 0.01
H 1.11803 4.14623 -1.69220 0.10
H -0.65230 -4.84221 3.29998 0.12
H -3.27052 6.56992 1.01591 0.11
H -3.67262 -5.09535 0.67346 0.11
H -0.11336 2.06739 -4.23854 -0.03
H -2.44201 2.71488 -2.70359 0.13
H 3.25237 -4.46725 3.35260 0.18
H -0.99941 -4.76199 5.10138 0.15
H 2.96913 -3.45692 5.64570 0.14
H 2.99170 -1.80228 4.67880 0.02
H -0.68847 -1.54300 -1.67371 0.16
H 2.56657 0.51016 -2.23531 0.11
H 1.05507 -2.38120 3.11560 0.13
H 0.43126 1.65792 -1.87598 0.13
H 1.49965 -3.07102 -3.33460 0.05
H 3.03910 -1.97931 0.80514 0.10
H 2.13639 -1.52864 -0.34648 0.02
H -0.42578 3.94203 -0.64696 0.10
H 1.26274 -3.90703 2.33669 0.15
H -0.87313 -6.68567 -3.24393 0.08
H -1.22121 6.88612 -1.10175 0.11
H -1.51055 -3.05653 -3.60529 0.10
H -2.93565 4.47762 0.07221 0.00
H -2.84959 -0.97596 0.33327 0.11
H -1.86605 1.46507 -1.70482 0.08
H -1.96826 -5.35633 0.10976 0.12
H 0.36683 -4.08989 -0.77589 0.13
H -2.44868 -5.31057 1.74634 0.08
H 0.92007 -1.68798 -3.81691 0.02
H 4.82546 -1.45048 -0.32918 0.02
H 4.49818 -2.41804 5.11707 0.13
H 1.23359 5.89960 1.04664 0.09
H -0.77891 -1.18934 1.52592 -0.01
H -2.33401 -5.84845 -2.54411 0.12
H -2.13153 -3.59967 -2.23115 0.10
H -4.01861 8.42888 -0.49858 0.08
H -3.46760 1.84093 -4.56819 0.11
H -1.69417 -5.55538 -4.15632 0.03
H 6.11306 -0.47532 1.11011 0.07
H -2.64485 0.51134 -5.25064 0.08
H 0.81440 7.53688 1.34672 0.10
H 3.63672 0.55831 0.77243 0.13
H -4.81925 -0.33930 1.38105 0.12
H 1.84685 -1.63217 -2.47167 0.06
H -4.10073 -0.87548 2.88220 0.10
H -4.05908 -2.88365 1.11743 0.11
H -4.86700 7.39871 -0.61540 0.00
H -3.15731 -2.84364 2.45712 0.07
H -1.66864 8.30012 0.10311 0.15
H -1.33957 0.27898 2.09916 0.09
H 3.69766 -3.36818 1.58612 0.09
H -3.62598 0.25718 -3.81954 0.08
H -0.32917 4.67173 -2.43521 0.07
H 6.69412 0.20068 -0.32296 0.06
H 0.61667 0.23388 0.02206 0.14
H 4.06227 0.74427 -1.55726 -0.01
H 7.42797 -1.30942 0.32190 0.07
H 0.61667 1.88347 2.34558 0.03
H 0.83732 7.09172 -0.47274 0.10
```

energy relative to the best compared isomer or geometry (same formula, charge and spin)	1369.34	kJ/mol
highest occupied orbital energy	-8.54	eV
structure (SMILES)	COC[C@H](C)N.COC[C@H](C)N.COC[C@H](C)N.COC[C@H](C)N.COC[C@H](C)N.COC[C@H](C)N.CO
F_max	8.75	eV/Å


No. 2
Computed, not measured: a structure of composition ClH10O5 at a distorted geometry, with the ωB97M-V functional and the def2-TZVPD basis.

The geometry in XYZ format:
```
16
Properties=species:S:1:pos:R:3:lowdin_charge:R:1
Cl 7.81528 23.95306 -11.11903 0.65
O 8.10366 26.56211 -10.52521 -0.14
O 7.84565 25.20859 -13.48814 -0.15
O 7.33421 21.46514 -10.92374 -0.16
O 10.68940 23.90947 -11.19994 -0.11
O 9.25254 22.89354 -9.64780 -0.21
H 8.69046 23.47058 -10.16483 -0.36
H 8.22486 24.87016 -12.67704 -0.14
H 7.40409 27.02022 -10.99101 0.01
H 7.94293 25.63526 -10.70219 -0.19
H 7.80193 22.29822 -10.98250 -0.19
H 8.67215 22.18963 -9.35816 0.02
H 10.73565 24.83966 -11.42091 0.03
H 6.40998 21.71106 -10.88449 0.01
H 9.75389 23.70700 -11.20849 -0.09
H 6.91856 24.97644 -13.43478 0.00
```

energy relative to the best compared isomer or geometry (same formula, charge and spin)	447.86	kJ/mol
highest occupied orbital energy	-5.56	eV
F_max	8.69	eV/Å
total charge	-1


No. 3
Computed, not measured: an isolated molecule of C4H7ClO at a distorted geometry, with the ωB97M-V functional and the def2-TZVPD basis.

The geometry in XYZ format:
```
13
Properties=species:S:1:pos:R:3:lowdin_charge:R:1
Cl -1.54216 0.14358 -1.81526 0.45
O 1.57505 0.42606 -1.54102 -0.14
C -0.96736 -0.48743 1.05308 -0.16
C -0.38038 0.88470 0.99475 -0.08
C -0.35413 -0.04090 -0.18622 -0.61
C 1.00402 -0.54654 -0.63819 -0.25
H -2.01992 -0.73031 0.98677 0.10
H 0.88274 1.05927 -1.86197 0.07
H -0.42587 -1.26271 1.74398 0.15
H 1.01357 -1.39396 -1.29707 0.10
H 1.85993 -0.67044 0.15952 0.17
H -1.19189 1.59601 0.96931 0.11
H 0.54641 1.02267 1.43234 0.09
```

energy relative to the best compared isomer or geometry (same formula, charge and spin)	223.35	kJ/mol
highest occupied orbital energy	-10.26	eV
structure (SMILES)	OCC1(Cl)CC1
F_max	3.76	eV/Å


No. 4
Computed, not measured: a structure of composition C28H31AsBrIrN2O5, with the ωB97M-V functional and the def2-TZVPD basis.

The geometry in XYZ format:
```
69
Properties=species:S:1:pos:R:3:lowdin_charge:R:1
Ir 0.47204 0.13905 0.03713 1.36
Br -4.92187 -1.26686 -4.69786 0.76
As 2.80035 -0.56486 -0.10761 1.15
O 0.01146 0.41260 4.66313 0.03
O 0.30488 -0.16798 -1.92474 -0.22
O 0.53676 -0.07734 2.01090 -0.24
O -2.81228 2.58072 0.61797 0.13
O -0.95751 1.48061 0.15694 -0.24
N -0.12713 -1.87450 -0.15041 -0.19
N -0.38702 -2.30062 -1.36901 0.11
C 0.05776 -1.04383 2.72566 -0.22
C -3.64200 -1.05497 -2.17479 -0.12
C -0.10625 -0.76696 4.12565 -0.16
C -3.44202 1.71861 -2.24405 0.00
C 4.71738 -2.29586 1.26080 -0.14
C 3.27210 -1.80951 1.30894 -0.39
C -0.37553 -0.51271 -4.57819 -0.01
C -2.25223 1.75789 -0.05091 -0.54
C -2.91475 1.01277 -1.16960 -0.15
C 4.06239 0.89173 0.08354 -0.40
C -0.80201 -2.85079 -4.12109 -0.02
C -0.66171 -0.72667 -5.91510 -0.06
C 3.98141 1.53843 1.46155 -0.15
C -1.01165 -1.99606 -6.35519 -0.06
C -4.12272 -0.33803 -3.25833 -0.69
C 3.28590 -1.43753 -1.76905 -0.38
C -3.02998 -0.37083 -1.13738 -0.04
C -0.44270 -1.57589 -3.67589 -0.16
C -0.41499 -1.80662 5.06545 0.04
C -0.62056 -3.34235 3.22623 0.02
C -0.37724 -2.76082 0.91062 -0.04
C -4.03421 1.04413 -3.30043 -0.10
C -0.17072 -1.33145 -2.26509 -0.42
C -0.65471 -3.06380 4.60117 -0.03
C -0.30318 -2.37276 2.23364 -0.15
C 0.12114 1.67223 3.95141 0.03
C -1.08060 -3.05567 -5.45882 -0.06
C 3.41568 -0.46011 -2.93410 -0.14
H 5.06034 0.50265 -0.12764 0.08
H -0.11327 0.47410 -4.22246 0.12
H -0.66332 1.75203 3.20222 0.11
H 2.97329 1.90821 1.66094 0.05
H 5.42486 -1.46770 1.19893 0.07
H 4.66106 2.38736 1.52361 0.08
H -0.00231 2.41829 4.72813 0.11
H 4.22884 -1.95681 -1.58974 0.07
H -0.47401 -1.53237 6.10795 0.13
H 4.25490 0.84028 2.25381 0.07
H -2.66114 -0.92125 -0.28250 0.11
H -0.67040 -3.76303 0.62335 0.13
H 3.60836 -1.00616 -3.85708 0.08
H -0.85753 -3.66667 -3.41423 0.11
H 2.50683 0.12523 -3.07437 0.06
H -1.35985 -4.04111 -5.80509 0.11
H -1.24036 -2.15892 -7.39995 0.11
H 4.24710 0.22837 -2.78078 0.07
H 1.10051 1.74832 3.48942 0.09
H 2.56542 -2.63940 1.23930 0.07
H 2.52617 -2.19797 -1.96271 0.07
H -3.38701 2.79933 -2.25164 0.13
H -0.85969 -4.33970 2.88179 0.13
H -3.74290 -2.13105 -2.14546 0.11
H -0.90400 -3.85718 5.29151 0.12
H 3.06339 -1.29244 2.24751 0.06
H 4.95582 -2.85895 2.16289 0.08
H -0.61684 0.09673 -6.61471 0.11
H -4.43176 1.58727 -4.14625 0.11
H 4.89209 -2.95304 0.40996 0.07
H 3.81713 1.61071 -0.69910 0.08
```

energy relative to the best compared isomer or geometry (same formula, charge and spin)	102.34	kJ/mol
highest occupied orbital energy (spin up / spin down)	-9.37 / -11.01	eV
F_max	0.47	eV/Å
total charge	+1
multiplicity	6